Entry 1:
The following is a quantum chemistry calculation of 5 unconnected molecules or ions with the total composition H9O4S, from OMol25.

The value obtained for the total energy is -704.630063 a.u. The frontier orbital gap comes out at 8.24 eV.

Structure (ORCA input):
```
! RIJCOSX wB97M-V def2-TZVPD def2/J DEFGRID3
* xyz -1 1
S 0.920 -0.890 -0.278
H 0.697 -1.095 1.031
H -1.251 -0.470 -1.061
H -1.861 0.902 -0.951
O -2.103 -0.005 -1.189
H 3.103 -0.257 0.142
H 4.388 -0.960 -0.236
O 4.079 -0.163 0.204
H -2.322 -1.250 1.631
H -2.936 -0.701 0.359
O -3.182 -1.052 1.240
H 0.440 2.658 -0.018
H 0.214 1.189 -0.400
O -0.187 2.093 -0.477
*
```

***

Entry 2:
The following is a quantum chemistry calculation of 5 unconnected molecules or ions with the total composition H9O5 in a non-equilibrium geometry, from OMol25.

The value obtained for the total energy is -381.639513 a.u. The frontier orbital gap comes out at 9.63 eV.

Structure (ORCA input):
```
! RIJCOSX wB97M-V def2-TZVPD def2/J DEFGRID3
* xyz -1 1
O 0.071 0.978 0.017
H 0.393 1.721 -0.509
O -1.657 1.604 -2.319
H -2.093 0.775 -2.520
H -1.024 1.293 -1.569
O -1.001 -1.229 -0.502
H -1.816 -1.014 0.169
H -0.479 -0.302 -0.241
O 1.641 0.574 2.172
H 1.163 0.705 1.328
H 1.014 -0.037 2.538
O 1.475 -1.986 0.502
H 1.799 -1.105 0.672
H 0.515 -1.977 0.263
*
```

***

Entry 3:
The following is a quantum chemistry calculation of a single H9PSi4 molecule in a non-equilibrium geometry, from OMol25.

The value obtained for the total energy is -1504.532293 a.u. The frontier orbital gap (alpha / beta) comes out at 7.18 / 7.29 eV.

Structure (ORCA input):
```
! RIJCOSX wB97M-V def2-TZVPD def2/J DEFGRID3
* xyz 0 3
Si 1.426 0.999 -0.593
Si 2.171 -1.017 0.190
Si -0.662 1.686 0.200
Si -1.470 -1.757 -0.282
P -2.366 0.276 -0.057
H 2.332 2.128 -0.303
H 1.498 0.895 -2.063
H 2.961 -1.999 -0.556
H 2.330 -1.359 1.606
H -0.523 1.975 1.635
H -1.113 2.941 -0.412
H -2.077 -2.312 -1.499
H -1.952 -2.582 0.842
H -2.555 0.126 1.293
*
```

***

Let's list energy above the lowest of the compared OMol25 structures with the same formula, charge and spin in order: 0.150, 0.635, 0.000 eV.